An isolated ion of composition C24H33N2O3 and charge +1. Source: OMol25; level of theory: the ωB97M-V functional and the def2-TZVPD basis.

Each atom is followed by the atoms it is bonded to, with distances in Å.
Element x y z (Å)
1 H -0.09 -1.11 3.34  C59 1.093
2 H 4.94 -0.51 6.35  C57 1.089
3 C -3.01 2.23 -4.02  C29 1.508, C42 1.390, C53 1.388
4 C -2.91 1.78 -6.39  H8 1.079, C36 1.385, C42 1.383
5 H -1.84 -3.24 0.93  C33 1.092
6 H -0.73 1.27 -3.23  C38 1.092
7 H 7.01 -0.18 3.35  C16 1.091
8 H -2.65 1.11 -7.20  C4 1.079
9 H 3.85 0.71 5.64  C57 1.094
10 C -2.90 -1.52 -0.84  C26 1.545, H40 1.095, H41 1.090, N49 1.445
11 C -3.51 0.52 -2.21  H22 1.095, H25 1.093, C29 1.544, N49 1.449
12 C 0.55 0.52 2.07  H13 1.092, C48 1.506, H50 1.090, C59 1.532
13 H 0.43 1.31 2.81  C12 1.092
14 H -2.97 -0.41 1.01  C26 1.091
15 C 4.69 -0.68 1.99  O21 1.352, C39 1.393, C54 1.413
16 C 6.91 -1.14 2.84  H7 1.091, H20 1.089, O21 1.413, H60 1.091
17 N -0.58 -1.61 1.36  C33 1.483, H58 1.087, C59 1.485, C62 1.470
18 C 2.65 -0.11 0.82  C39 1.380, C48 1.386, H61 1.079
19 H -3.65 3.32 -7.67  C36 1.079
20 H 7.86 -1.39 2.36  C16 1.089
21 O 5.97 -1.07 1.79  C15 1.352, C16 1.413
22 H -3.82 -0.04 -3.10  C11 1.095
23 H 3.30 -0.99 5.83  C57 1.095
24 H -4.24 4.83 -5.81  C46 1.079
25 H -4.40 0.73 -1.61  C11 1.093
26 C -3.00 -1.45 0.70  C10 1.545, H14 1.091, C33 1.528, H37 1.090
27 H 2.20 0.10 4.14  C32 1.079
28 H -3.83 4.14 -3.49  C53 1.080
29 C -2.76 1.81 -2.60  C3 1.508, C11 1.544, H31 1.093, C38 1.539
30 C -1.31 0.24 -1.47  C38 1.500, O43 1.234, N49 1.332
31 H -3.07 2.62 -1.93  C29 1.093
32 C 2.71 -0.08 3.21  H27 1.079, C48 1.390, C54 1.389
33 C -1.91 -2.26 1.41  H5 1.092, N17 1.483, C26 1.528, H51 1.093
34 H -0.75 2.29 -1.81  C38 1.089
35 H 4.49 -0.65 -0.12  C39 1.078
36 C -3.47 3.02 -6.65  C4 1.385, H19 1.079, C46 1.384
37 H -3.96 -1.85 1.01  C26 1.090
38 C -1.28 1.48 -2.31  H6 1.092, C29 1.539, C30 1.500, H34 1.089
39 C 3.97 -0.49 0.81  C15 1.393, C18 1.380, H35 1.078
40 H -2.14 -2.25 -1.14  C10 1.095
41 H -3.85 -1.83 -1.27  C10 1.090
42 C -2.68 1.39 -5.08  C3 1.390, C4 1.383, H55 1.082
43 O -0.36 -0.26 -0.88  C30 1.234
44 O 4.75 -0.67 4.37  C54 1.366, C57 1.407
45 H 0.43 -3.26 0.53  C62 1.088
46 C -3.80 3.86 -5.61  H24 1.079, C36 1.384, C53 1.384
47 H 0.40 -3.23 2.30  C62 1.090
48 C 2.00 0.10 2.03  C12 1.506, C18 1.386, C32 1.390
49 N -2.55 -0.25 -1.45  C10 1.445, C11 1.449, C30 1.332
50 H 0.28 0.94 1.09  C12 1.090
51 H -2.18 -2.41 2.45  C33 1.093
52 H 1.46 -2.12 1.40  C62 1.088
53 C -3.57 3.47 -4.30  C3 1.388, H28 1.080, C46 1.384
54 C 4.04 -0.47 3.22  C15 1.413, C32 1.389, O44 1.366
55 H -2.24 0.42 -4.89  C42 1.082
56 H -1.40 -0.16 2.62  C59 1.092
57 C 4.16 -0.34 5.61  H2 1.089, H9 1.094, H23 1.095, O44 1.407
58 H -0.48 -1.09 0.41  N17 1.087
59 C -0.42 -0.60 2.43  H1 1.093, C12 1.532, N17 1.485, H56 1.092
60 H 6.65 -1.91 3.57  C16 1.091
61 H 2.12 0.04 -0.11  C18 1.079
62 C 0.49 -2.62 1.40  N17 1.470, H45 1.088, H47 1.090, H52 1.088

Summary:
Kohn-Sham gap in eV: 8.291
ΔE to the lowest compared entry with this formula, charge and spin in kcal per mole: 30.1
LUMO energy in eV: -1.98
Total charge: +1
Structure (SMILES): COc1ccc(CC[N@@H+](C)CCCN2C[C@H](c3ccccc3)CC2=O)cc1OC

Results of the natural (NBO) charge analysis, in e, for atoms 1 through 6: H 0.22; H 0.21; C 0.05; C -0.20; H 0.22; H 0.25